1.
Computed, not measured: a single C3H6N2O2 molecule, with ωB97M-V/def2-TZVPD.

Each line ends with the natural charge from an NBO analysis.
CARTESIAN COORDINATES (ANGSTROEM)
C  1.359  0.600  0.907  -0.424
N  0.086  0.156  0.373  -0.482
C  -1.042  0.885  0.512  0.563
O  -2.168  0.754  0.083  -0.600
C  0.170  -0.831  -0.800  0.792
N  -0.995  -1.234  -1.357  -0.829
O  1.229  -1.335  -1.152  -0.624
H  1.333  0.465  1.992  0.207
H  2.185  0.029  0.476  0.260
H  1.506  1.662  0.695  0.203
H  -0.821  1.522  1.515  0.089
H  -0.977  -1.907  -2.110  0.413
H  -1.867  -0.766  -1.135  0.430

Computed properties:
HOMO energy (eV): -10.4
F_max (eV Å⁻¹): 4.9
ΔE to the lowest compared entry with this formula, charge and spin (kcal/mol): 23.21

2.
Computed, not measured: a single C3H6N2O2 molecule, with ωB97M-V/def2-TZVPD.

Each line ends with the natural charge from an NBO analysis.
CARTESIAN COORDINATES (ANGSTROEM)
N  1.641  -0.576  -0.748  -0.828
C  1.176  0.405  0.206  -0.277
C  -0.271  0.247  0.672  0.336
O  -1.158  1.069  -0.197  -0.491
C  -2.093  0.124  -0.520  0.289
N  -1.891  -1.033  -0.138  -0.164
O  -0.786  -1.086  0.583  -0.358
H  2.578  -0.727  -0.430  0.361
H  1.080  -1.402  -0.710  0.371
H  1.224  1.300  -0.403  0.213
H  1.766  0.582  1.069  0.182
H  -0.385  0.540  1.720  0.164
H  -2.879  0.556  -1.105  0.203

Computed properties:
HOMO energy (eV): -9.2
F_max (eV Å⁻¹): 3.8
ΔE to the lowest compared entry with this formula, charge and spin (kcal/mol): 95.66

Which DFT total energy belongs to each record? In order, -377.92235, -377.80689 a.u..